No. 1
{
  "formula": "C23H20BrN2OPV",
  "method": "ωB97M-V/def2-TZVPD",
  "species": ["V", "N", "C", "C", "C", "C", "C", "C", "P", "C", "C", "C", "C", "C", "C", "C", "C", "C", "C", "C", "C", "H", "H", "H", "H", "H", "H", "H", "H", "H", "H", "H", "H", "H", "H", "H", "H", "O", "C", "C", "C", "N", "C", "Br", "C", "H", "H", "H", "H"],
  "coordinates": [[1.11309, 0.54358, -1.08008], [-0.11225, 1.09101, -2.68583], [-1.14864, 0.06275, -2.86277], [-1.59213, -0.27747, -4.12896], [-2.61891, -1.20657, -4.25664], [-3.19730, -1.78618, -3.13337], [-2.73774, -1.46217, -1.86765], [-1.69629, -0.54350, -1.72328], [-0.94842, -0.14973, -0.14429], [-2.04176, -0.18870, 1.25340], [-2.10071, -1.31359, 2.08369], [-3.02045, -1.33534, 3.11705], [-3.86963, -0.25284, 3.31843], [-3.80991, 0.86322, 2.49013], [-2.89362, 0.90534, 1.45486], [0.47967, -1.27936, 0.03751], [1.28052, -1.16643, 1.19988], [2.39740, -1.96991, 1.35125], [2.74967, -2.87605, 0.35026], [1.99367, -2.97795, -0.81469], [0.86706, -2.18535, -0.97716], [0.37271, 1.21859, -3.57707], [-0.57158, 1.98634, -2.49880], [-1.17276, 0.19120, -5.01148], [-2.98136, -1.46353, -5.24285], [-4.00573, -2.49507, -3.24796], [-3.18127, -1.91845, -0.99116], [-1.44937, -2.16357, 1.92040], [-3.08240, -2.20128, 3.76193], [-4.58716, -0.28048, 4.12740], [-4.47838, 1.69728, 2.65334], [-2.85327, 1.77164, 0.80486], [0.99047, -0.48161, 1.99052], [2.98521, -1.91181, 2.25801], [3.61676, -3.50989, 0.48490], [2.26742, -3.69070, -1.58126], [0.25143, -2.29378, -1.86487], [4.83267, 3.82735, 2.28013], [3.89286, 3.21104, 1.62697], [2.51069, 3.33721, 1.89007], [1.61722, 2.65380, 1.11404], [2.00493, 1.86257, 0.08626], [3.32684, 1.75759, -0.14565], [3.70526, 0.61574, -1.64512], [4.30705, 2.38352, 0.55337], [4.52728, 4.41587, 2.98871], [2.15399, 3.97384, 2.68898], [0.54935, 2.73083, 1.27608], [5.35781, 2.28101, 0.31847]],
  "atomic_forces_ev_per_a": [[0.211, -0.300, -0.087], [-0.007, 0.140, -0.050], [-0.252, -0.237, -0.020], [0.042, 0.041, 0.062], [0.024, 0.025, 0.013], [-0.025, -0.021, -0.009], [0.048, 0.044, 0.018], [-0.009, 0.011, -0.011], [-0.076, -0.125, -0.080], [0.076, 0.079, 0.016], [0.049, 0.007, -0.054], [-0.028, -0.007, 0.032], [0.015, -0.002, -0.014], [0.003, -0.013, 0.007], [0.043, -0.034, -0.031], [-0.239, -0.157, 0.029], [0.019, 0.075, -0.024], [0.017, -0.012, -0.006], [-0.028, 0.018, -0.005], [0.041, 0.039, 0.010], [-0.135, 0.017, -0.069], [0.024, 0.018, 0.033], [0.037, 0.000, -0.012], [0.004, 0.009, -0.006], [0.005, 0.001, -0.010], [-0.005, -0.006, -0.001], [-0.002, -0.002, 0.007], [-0.013, -0.002, 0.001], [0.001, 0.003, 0.003], [-0.008, 0.000, 0.003], [0.001, 0.003, -0.002], [-0.002, 0.010, -0.002], [0.006, -0.014, -0.013], [0.001, 0.002, 0.001], [0.004, -0.012, -0.003], [0.001, -0.005, -0.005], [-0.002, -0.038, 0.020], [0.145, -0.024, 0.031], [-0.252, 0.044, -0.224], [0.002, -0.041, 0.000], [-0.071, 0.275, 0.222], [0.085, 0.028, 0.062], [0.325, 0.224, -0.008], [-0.043, 0.054, 0.109], [-0.015, -0.097, 0.008], [-0.044, -0.008, 0.016], [-0.009, -0.006, 0.009], [0.035, 0.002, 0.045], [0.000, -0.008, -0.012]],
  "relative_energy_kj_mol": 34.4,
  "lumo_energy_ev": [-11.450, -10.471],
  "molar_mass_g_mol": 502.25,
  "multiplicity": 3,
  "charge": 3,
  "s_squared": 2.080,
  "total_energy_ha": -4931.6087,
  "homo_ha": [-0.649, -0.647]
}



No. 2
{
  "formula": "F2HNO4S2",
  "method": "ωB97M-V/def2-TZVPD",
  "species": ["N", "S", "O", "F", "O", "S", "O", "O", "F", "H"],
  "coordinates": [[-2.58446, -0.21677, -0.38557], [-1.08434, -0.46654, -0.12971], [-0.64308, -1.70607, -0.58918], [-0.79831, -0.65656, 1.39772], [0.04897, 0.72450, -0.24323], [1.74790, 0.51824, 0.04459], [1.95000, -0.43917, 1.03906], [2.10089, 1.85407, 0.00036], [2.22015, -0.17683, -1.30565], [-2.95773, 0.56513, 0.17162]],
  "atomic_forces_ev_per_a": [[2.613, 1.191, 0.627], [-2.114, -0.615, 1.657], [1.264, -0.986, -2.100], [-0.591, 0.789, 0.945], [0.551, -0.799, -0.723], [-2.514, -1.657, -2.066], [0.246, -0.132, 0.654], [1.176, 1.503, 0.176], [-0.848, 0.892, 1.183], [0.217, -0.187, -0.353]],
  "relative_energy_kj_mol": 0.0,
  "lumo_energy_ev": -0.505,
  "molar_mass_g_mol": 181.14,
  "smiles": "N=[S@](=O)(F)OS(=O)(=O)F",
  "total_energy_ha": -1352.3289,
  "homo_ha": -0.425
}



No. 3
{
  "formula": "C14H23N4SiTl",
  "method": "ωB97M-V/def2-TZVPD",
  "species": ["Tl", "C", "N", "C", "N", "C", "N", "C", "N", "C", "C", "H", "H", "H", "H", "H", "H", "H", "H", "H", "H", "H", "H", "C", "Si", "C", "C", "C", "C", "C", "C", "C", "H", "H", "H", "H", "H", "H", "H", "H", "H", "H", "H"],
  "coordinates": [[-1.50764, 3.23480, -4.65817], [-1.11850, 0.91280, -1.63312], [-0.44415, 2.04599, -2.29422], [-0.22593, 3.11290, -1.27707], [0.56990, 2.62927, -0.16458], [-0.10992, 1.52940, 0.48128], [-0.33121, 0.38494, -0.47644], [1.03027, -0.01554, -1.00823], [1.69055, 1.09304, -1.64116], [0.89531, 1.57512, -2.74523], [1.87301, 2.17271, -0.66632], [-1.25638, 0.11300, -2.35597], [-2.09404, 1.24470, -1.27404], [-1.19453, 3.46844, -0.92038], [0.30533, 3.94348, -1.74718], [-1.07761, 1.86695, 0.84817], [0.48994, 1.16460, 1.31562], [0.89785, -0.83259, -1.72229], [1.63362, -0.36648, -0.17618], [0.76573, 0.78183, -3.48443], [1.41741, 2.41286, -3.21181], [2.38874, 3.00676, -1.14050], [2.47833, 1.81469, 0.16546], [-1.82617, -2.17988, -0.91056], [-1.26413, -1.08578, 0.47197], [-2.63094, -0.24132, 1.38475], [0.04392, -1.77407, 1.55344], [0.24497, -1.26514, 2.84250], [1.25200, -1.77029, 3.64959], [2.05674, -2.80316, 3.18625], [1.85071, -3.34078, 1.92186], [0.84664, -2.83443, 1.11286], [-2.23641, -3.11335, -0.52015], [-1.00429, -2.45017, -1.57605], [-2.61607, -1.70297, -1.49147], [-3.16489, -0.97294, 1.99704], [-3.36264, 0.19563, 0.70284], [-2.26776, 0.52726, 2.06478], [-0.39163, -0.47502, 3.22577], [1.40160, -1.37145, 4.64373], [2.83754, -3.20147, 3.82026], [2.46336, -4.16210, 1.57525], [0.69135, -3.27223, 0.13213]],
  "atomic_forces_ev_per_a": [[-0.045, 0.032, -0.033], [-0.119, 0.399, -0.276], [0.009, -0.281, 0.221], [0.074, 0.065, 0.032], [-0.030, -0.240, -0.083], [0.210, 0.544, 0.158], [-0.309, -0.144, 0.047], [0.315, -0.291, -0.111], [-0.131, 0.025, 0.088], [0.032, 0.128, -0.140], [-0.017, 0.085, 0.046], [0.013, -0.140, -0.008], [0.003, -0.058, 0.079], [0.004, -0.024, 0.030], [-0.047, -0.012, -0.012], [-0.022, -0.044, -0.027], [-0.037, -0.085, -0.014], [-0.074, 0.039, 0.076], [-0.075, -0.090, 0.143], [-0.010, -0.033, 0.009], [0.001, 0.000, -0.036], [0.013, -0.008, 0.009], [-0.003, -0.002, -0.004], [0.123, 0.129, -0.060], [0.093, -0.125, 0.033], [0.003, 0.109, -0.133], [-0.009, -0.049, -0.042], [0.079, 0.044, -0.053], [-0.007, -0.023, 0.034], [-0.023, 0.005, -0.002], [-0.007, -0.045, 0.021], [0.081, 0.086, -0.025], [0.023, 0.041, 0.102], [-0.037, -0.043, -0.077], [-0.027, -0.036, -0.077], [0.066, -0.072, -0.076], [-0.044, 0.076, 0.055], [-0.082, 0.037, 0.064], [0.013, 0.001, 0.025], [-0.004, -0.001, 0.003], [0.003, 0.000, -0.005], [0.003, 0.005, 0.003], [-0.004, -0.004, 0.016]],
  "relative_energy_kj_mol": 0.0,
  "lumo_energy_ev": -7.308,
  "molar_mass_g_mol": 479.83,
  "charge": 2,
  "total_energy_ha": -1227.7664,
  "homo_ha": -0.541
}



No. 4
{
  "formula": "C22H40Cl2GaN5O3",
  "method": "ωB97M-V/def2-TZVPD",
  "species": ["O", "C", "C", "C", "H", "C", "H", "C", "H", "C", "H", "C", "H", "H", "C", "C", "H", "H", "H", "C", "C", "H", "H", "H", "H", "Ga", "Cl", "Cl", "C", "O", "N", "C", "C", "H", "H", "H", "H", "H", "H", "H", "H", "H", "C", "C", "N", "H", "C", "O", "H", "H", "H", "H", "C", "N", "C", "C", "N", "N", "C", "C", "H", "H", "H", "H", "H", "H", "H", "H", "H", "H", "H", "H", "H"],
  "coordinates": [[-1.34385, -0.40410, -0.86419], [-1.43070, -0.68984, -2.10633], [-2.66486, -0.89675, -2.80584], [-3.95107, -0.60651, -2.27357], [-4.06794, -0.45466, -1.20100], [-5.04878, -0.51686, -3.12273], [-6.01866, -0.21468, -2.72285], [-4.91566, -0.81900, -4.48474], [-5.76658, -0.68731, -5.15376], [-3.67980, -1.25206, -4.99690], [-3.58763, -1.55748, -6.03929], [-2.56446, -1.27932, -4.16570], [-1.58020, -1.55855, -4.54820], [-0.50554, -0.64009, -2.68133], [-0.47534, -3.67466, -2.37237], [0.81601, -2.90510, -2.23431], [-0.26764, -4.75557, -2.38051], [-1.03053, -3.42124, -3.28140], [-1.10465, -3.47350, -1.49362], [1.69975, -3.09771, -1.23516], [1.69590, -4.26786, -0.30357], [2.49560, -2.37375, -1.08734], [1.42173, -5.20910, -0.80020], [1.01675, -4.13467, 0.54779], [2.69808, -4.42951, 0.11131], [-1.97612, 0.01607, 0.75967], [-3.88959, -0.76972, 1.35390], [1.30003, -1.95084, -3.58780], [-0.34184, -1.54472, 2.58126], [-0.49806, -0.54744, 1.78149], [0.84550, -1.70048, 3.13143], [1.88151, -0.70447, 2.85991], [1.09946, -2.74352, 4.11202], [-1.13911, -2.26492, 2.81976], [1.96016, -0.51461, 1.78228], [2.81896, -1.10228, 3.26135], [1.65071, 0.24527, 3.36754], [0.47276, -3.60612, 3.86334], [0.85099, -2.40631, 5.12769], [2.15937, -3.00833, 4.07870], [4.94085, 1.14738, 0.03100], [4.90009, 2.13156, -2.34911], [4.18934, 0.41453, -0.30624], [4.17730, 1.33702, -2.59012], [3.41250, 0.95578, -1.41240], [3.52311, 0.15927, 0.52154], [2.10890, 1.29734, -1.27015], [1.42226, 1.05858, -0.26553], [3.49247, 1.69466, -3.36574], [1.70264, 1.81839, -2.16557], [4.72788, -0.48236, -0.64653], [4.73732, 0.47118, -2.96893], [-1.93279, 1.62378, 3.68519], [-0.93726, 2.43367, 2.97707], [-0.10445, 3.24197, 3.84634], [-1.04794, 2.63623, 1.64402], [-1.93591, 1.89688, 0.93249], [-0.29521, 3.54535, 0.97303], [1.03836, 3.93871, 1.39539], [-0.61109, 3.80276, -0.42952], [-1.43712, 0.84324, 4.27776], [-2.62622, 1.16546, 2.97480], [-2.50450, 2.26167, 4.37406], [0.96084, 2.98745, 3.74640], [-0.27277, 4.31171, 3.66712], [-0.38583, 3.02780, 4.88102], [-2.40389, 2.38263, 0.16539], [1.53987, 4.40990, 0.54294], [1.00618, 4.68794, 2.19567], [1.64500, 3.07363, 1.70571], [-0.49481, 2.90002, -1.04595], [-1.63808, 4.17179, -0.51946], [0.06832, 4.57636, -0.79837]],
  "atomic_forces_ev_per_a": [[0.288, 1.114, 5.418], [-1.958, -1.101, -4.860], [2.583, 0.886, 1.068], [-0.600, -0.133, 0.256], [-0.038, 0.113, -0.369], [0.480, -0.260, -0.147], [0.191, -0.104, -0.099], [-0.692, 0.255, -0.193], [0.139, -0.176, 0.164], [0.804, 0.050, 0.729], [-0.038, 0.130, 0.162], [-0.898, -0.314, -1.307], [-0.269, 0.067, -0.029], [-0.340, -0.030, 0.225], [0.157, -0.210, 0.099], [0.269, -1.052, 0.828], [0.027, 0.111, -0.086], [0.125, 0.041, 0.313], [0.076, 0.019, -0.340], [-0.337, 0.446, -0.606], [-0.241, -0.213, 0.448], [0.194, -0.164, -0.410], [-0.098, 0.309, 0.042], [-0.029, -0.088, 0.007], [-0.139, 0.140, -0.062], [-0.073, -0.752, -2.408], [-0.073, -0.239, 0.633], [0.252, 0.521, -0.317], [0.008, 1.410, -0.935], [0.094, -1.465, 1.538], [0.028, 0.006, -0.023], [0.184, 0.002, 0.086], [-0.238, -0.096, 0.085], [0.242, 0.267, -0.185], [-0.134, -0.041, 0.302], [-0.148, 0.172, -0.186], [0.013, -0.208, -0.147], [0.278, 0.045, 0.156], [0.091, -0.029, -0.179], [-0.285, -0.128, -0.049], [-0.235, -0.144, -0.052], [-0.167, -0.140, -0.054], [-0.004, -0.091, -0.181], [-0.086, -0.031, 0.048], [0.166, 0.252, 0.096], [0.147, 0.084, -0.264], [-0.663, -0.451, 1.044], [1.022, 0.610, -1.122], [0.190, -0.107, 0.112], [0.052, -0.293, 0.321], [-0.177, 0.166, 0.153], [-0.208, 0.188, 0.017], [-0.075, -0.095, -0.086], [-0.167, -0.272, -0.225], [0.268, 0.070, 0.376], [-0.504, -0.381, -1.145], [-0.259, 1.438, 0.930], [-0.037, 0.200, 0.327], [0.571, 0.387, 0.184], [-0.102, -0.216, -0.235], [-0.057, 0.101, -0.167], [0.146, 0.159, 0.381], [0.121, -0.103, -0.189], [-0.350, 0.241, 0.083], [0.112, -0.286, 0.135], [-0.027, 0.030, -0.225], [0.678, -0.367, 0.197], [-0.122, -0.257, 0.219], [0.225, -0.213, -0.300], [-0.229, 0.255, -0.170], [-0.023, 0.099, 0.154], [0.171, 0.010, -0.101], [-0.266, -0.147, 0.115]],
  "relative_energy_kj_mol": 0.0,
  "lumo_energy_ev": [-0.258, -0.257],
  "molar_mass_g_mol": 563.22,
  "total_energy_ha": -4206.8474,
  "homo_ha": [-0.093, -0.093]
}